# 1
{"formula": "C46H46N12O2PbS3Se", "method": "the ωB97M-V functional and the def2-TZVPD basis", "species": ["N", "H", "H", "C", "H", "C", "H", "N", "H", "C", "N", "H", "H", "C", "N", "H", "C", "C", "C", "C", "H", "C", "H", "H", "H", "C", "O", "C", "N", "C", "C", "H", "C", "H", "C", "H", "H", "H", "C", "H", "H", "C", "H", "C", "H", "N", "C", "H", "H", "H", "N", "H", "N", "H", "C", "H", "C", "H", "H", "H", "H", "H", "H", "C", "S", "C", "H", "C", "N", "C", "H", "C", "H", "C", "C", "C", "N", "C", "C", "H", "S", "C", "C", "H", "H", "C", "C", "C", "C", "C", "H", "C", "H", "C", "H", "S", "H", "H", "C", "N", "H", "N", "C", "H", "O", "C", "Pb", "C", "Se", "C", "C"], "xyz": [[-2.004, -0.692, 2.789], [-1.653, -2.369, 1.653], [0.901, -0.313, 5.761], [-2.041, 2.757, 1.751], [0.570, -1.857, 2.518], [-4.699, -0.048, 5.252], [2.618, 6.078, -0.081], [0.520, 0.746, -4.436], [-5.153, -0.447, -1.469], [-4.709, -3.911, 0.192], [-1.786, 0.055, -3.141], [1.868, -4.990, -5.276], [-5.331, -0.496, 6.002], [1.784, 5.490, -0.428], [-2.215, 1.455, 2.354], [-0.475, 2.556, 4.074], [-0.667, 1.165, -4.900], [1.199, -3.182, -4.300], [1.626, 1.120, -5.056], [-4.053, 1.940, 4.025], [-0.598, 0.026, 4.913], [-0.569, 5.275, -0.958], [0.007, -3.434, 3.036], [2.545, 2.221, -6.651], [0.957, 5.184, 3.452], [0.912, 4.179, 3.863], [2.472, -3.422, 0.981], [-0.756, 2.018, -5.999], [-2.347, -3.815, -0.379], [2.601, -4.751, -3.255], [-5.051, -1.410, -0.998], [-1.722, 2.354, -6.340], [0.518, 6.034, -0.516], [-0.700, 4.404, 1.649], [-1.548, 0.327, 2.027], [0.365, 7.067, -0.250], [-1.231, 4.150, 4.065], [0.624, -2.791, -5.129], [-1.575, -2.071, 2.704], [-4.581, -4.879, 0.648], [2.549, 0.727, -4.653], [-4.834, 1.314, 4.975], [-2.869, 3.382, 2.089], [-6.120, -2.052, -0.415], [3.192, -5.658, -3.221], [-2.843, -0.447, -2.515], [6.259, -2.558, -1.439], [-2.105, 2.640, 0.664], [8.528, -0.153, -1.530], [-2.804, 0.750, -4.810], [1.189, 2.120, -1.621], [8.563, -1.708, -2.275], [1.825, -2.108, -1.078], [0.355, 3.089, -7.485], [0.861, 3.387, -1.257], [0.104, 2.836, 1.660], [-0.706, 3.415, 2.109], [-2.208, -4.716, 0.058], [1.696, 3.583, 3.401], [-6.799, -3.816, 0.590], [6.774, -3.288, -2.046], [-0.588, -2.382, 5.293], [6.681, 0.565, -0.164], [1.916, -2.895, -2.126], [3.421, 3.238, -0.907], [6.867, -1.310, -1.195], [-4.165, 2.994, 3.830], [-2.662, -1.448, -1.712], [1.207, -2.451, -3.202], [4.360, -1.882, -0.167], [-0.319, -3.573, -0.803], [-0.413, 3.955, -1.318], [-3.671, -1.877, 4.829], [5.022, -2.846, -0.910], [-2.986, -0.213, 3.629], [2.474, 1.894, -1.535], [8.057, -1.013, -1.755], [-3.124, 1.160, 3.347], [-3.622, -3.266, -0.389], [4.548, -3.800, -1.069], [3.168, 0.456, -2.100], [1.621, 1.955, -6.165], [-0.450, 3.543, 3.607], [0.929, -0.066, 4.016], [-1.545, 5.733, -1.014], [0.177, -1.992, 4.619], [1.881, -4.384, -4.388], [-1.312, -3.155, -0.922], [-0.144, -2.361, 3.173], [6.202, -0.377, -0.379], [1.107, 4.238, 4.930], [-5.949, -3.306, 0.167], [1.115, -2.490, 4.868], [-1.867, 0.653, -4.267], [-1.240, 3.354, -1.660], [2.670, -2.171, 0.315], [4.405, 0.058, 0.707], [-5.564, 1.890, 5.521], [-3.793, -2.015, -1.010], [-1.428, -2.046, -1.567], [-7.098, -1.598, -0.427], [2.625, -4.028, -2.161], [4.947, -0.654, 0.107], [-2.284, -2.656, 3.293], [2.220, -0.986, 1.034], [1.957, 4.171, -0.818], [0.479, -0.346, -2.183], [0.356, -0.492, 4.839], [-0.046, 0.161, 0.882], [0.404, 2.427, -6.635], [-3.774, -0.831, 4.591]], "forces_ev_per_a": [[-0.03, 0.74, -0.35], [-0.15, 0.01, 0.17], [0.01, 0.12, 0.07], [0.49, 0.77, -0.42], [0.01, -0.13, -0.03], [0.18, -0.22, -0.10], [0.09, 0.12, 0.01], [-0.38, -0.16, -0.08], [-0.09, 0.10, -0.10], [0.04, 0.00, 0.03], [1.51, -0.01, -0.33], [-0.03, -0.03, -0.14], [-0.05, -0.06, 0.09], [0.02, -0.11, -0.01], [0.18, -0.85, 0.07], [-0.07, -0.06, 0.08], [0.61, 0.44, -0.73], [0.07, -0.59, -0.53], [0.26, 0.05, -0.18], [-0.08, 0.07, 0.04], [-0.06, 0.13, 0.01], [0.05, 0.14, 0.06], [0.02, -0.01, -0.12], [0.13, 0.02, -0.01], [0.03, 0.12, -0.05], [-0.23, -0.12, 0.09], [0.08, -0.28, -0.07], [-0.09, -0.28, 0.39], [0.32, -0.11, -0.06], [-0.10, 0.00, -0.37], [0.03, -0.10, 0.05], [-0.16, 0.01, -0.06], [-0.15, 0.02, 0.01], [0.04, -0.03, -0.07], [-0.05, 0.04, 0.27], [-0.01, 0.13, 0.06], [-0.12, -0.01, 0.10], [-0.03, 0.00, -0.12], [0.54, -0.76, -0.11], [0.02, -0.17, 0.08], [0.07, 0.06, 0.01], [0.12, 0.19, -0.18], [0.02, -0.12, -0.12], [0.03, 0.11, -0.06], [-0.01, -0.11, -0.12], [-1.62, 0.14, 0.19], [0.09, 0.24, 0.06], [-0.15, 0.07, 0.13], [0.00, -0.17, -0.04], [-0.16, 0.04, 0.22], [0.09, -0.48, -0.30], [0.03, 0.09, 0.07], [-0.57, 0.69, 1.15], [0.01, 0.05, -0.08], [0.22, 1.36, 0.58], [0.02, 0.15, -0.06], [-0.12, -0.15, 0.27], [0.13, 0.09, -0.07], [0.16, -0.04, -0.03], [-0.09, -0.09, 0.11], [0.07, -0.08, 0.00], [0.00, -0.10, 0.08], [0.03, 0.18, 0.06], [0.24, -0.93, -0.93], [-0.36, -0.41, -0.21], [-0.54, -0.26, 0.13], [0.00, 0.12, -0.03], [0.43, -0.04, -0.40], [-0.04, 0.53, 0.46], [-0.88, -0.22, 0.48], [0.00, -0.17, 0.11], [0.29, -0.22, 0.00], [0.01, -0.12, 0.02], [0.16, -0.06, 0.05], [-0.24, 0.74, 0.01], [0.10, 0.58, -0.08], [0.52, 0.23, -0.21], [-0.13, -0.73, 0.31], [-0.41, 0.61, -0.22], [0.13, -0.07, -0.02], [-0.07, -0.37, -0.20], [-0.31, 0.07, -0.05], [0.11, 0.07, -0.26], [0.11, 0.14, -0.03], [-0.08, 0.05, -0.02], [0.03, 0.07, -0.20], [-0.11, 0.28, 0.07], [-0.11, -0.46, 0.25], [-0.24, 0.12, 0.22], [0.09, -0.19, -0.15], [0.11, 0.04, 0.09], [0.16, -0.04, -0.06], [-0.05, -0.05, 0.07], [-0.63, -0.38, 0.55], [-0.19, -0.06, -0.10], [0.55, 0.01, -0.43], [0.00, 0.16, 0.08], [-0.07, 0.09, 0.05], [-0.11, -0.41, 0.32], [0.05, 0.55, -0.27], [-0.08, 0.06, 0.02], [0.05, -0.07, 0.62], [0.02, -0.13, 0.19], [0.01, 0.06, -0.13], [0.30, 0.26, 0.01], [-0.57, -0.20, -0.09], [0.81, -0.04, -0.13], [-0.02, -0.17, 0.06], [-0.48, 0.05, 0.29], [0.28, -0.11, 0.16], [-0.06, -0.07, 0.13]], "total_energy_ev": -173512.45801, "homo_ev": [-11.629, -11.610], "total_charge": 2, "orbital_gap_ev": [4.2, 4.2]}

=====

# 2
{"formula": "C46H46N2O6", "method": "the ωB97M-V functional and the def2-TZVPD basis", "species": ["H", "H", "H", "H", "H", "C", "C", "H", "H", "H", "H", "O", "O", "H", "H", "O", "C", "H", "C", "H", "C", "H", "C", "C", "C", "H", "H", "C", "C", "C", "C", "C", "H", "C", "C", "H", "H", "C", "C", "O", "C", "H", "H", "C", "C", "C", "H", "N", "C", "C", "C", "O", "C", "H", "C", "C", "H", "C", "H", "C", "H", "H", "H", "C", "H", "H", "H", "C", "C", "C", "C", "C", "H", "H", "C", "H", "H", "H", "C", "C", "O", "C", "H", "H", "H", "C", "H", "C", "H", "H", "C", "C", "H", "H", "C", "H", "H", "C", "N", "C"], "xyz": [[-4.778, 3.818, 2.708], [-4.374, 5.438, 4.528], [-0.260, -5.538, 4.595], [-3.866, 1.449, 4.432], [3.636, 3.262, 4.649], [-3.283, -0.567, 4.665], [-5.244, 2.017, -1.851], [-2.763, 7.397, -2.391], [3.491, 2.600, 6.309], [-2.934, -2.878, 3.483], [2.959, -2.449, 3.148], [6.698, -0.100, 4.303], [-3.587, 6.105, -0.561], [-5.500, -1.976, 4.583], [-1.768, -2.869, 7.193], [-6.299, 3.300, 0.560], [-7.495, -1.354, 4.313], [0.817, -1.356, 2.980], [0.969, -2.701, 5.349], [-5.191, 0.054, -2.675], [-5.440, 1.090, -2.845], [-4.848, 1.719, -0.895], [-2.295, -3.169, 6.288], [-5.612, 0.175, 4.357], [-2.838, 4.554, -4.952], [-2.267, -4.470, 3.829], [-7.879, -2.358, 4.374], [2.540, -0.520, 3.909], [-2.269, 6.802, -4.385], [-4.731, 5.780, 3.570], [-6.145, -1.130, 4.429], [-2.310, 5.778, -5.308], [-2.865, 3.750, -5.670], [5.084, -3.618, 2.835], [-5.505, 3.384, -2.074], [0.587, 0.264, 3.589], [4.769, 3.774, 5.919], [1.054, -0.699, 3.822], [-5.943, 1.485, -4.072], [2.120, -3.011, 5.565], [-1.921, -0.410, 4.800], [4.518, -3.424, 1.921], [-1.317, -3.282, 2.941], [-3.382, 5.406, -2.762], [-8.362, -0.295, 4.120], [-5.382, 5.294, 1.313], [-1.842, 7.757, -4.647], [-0.097, -3.568, 5.278], [4.451, 0.787, 4.612], [-6.519, 1.233, 4.160], [-6.275, 2.811, -4.297], [5.684, -2.425, 3.280], [-5.647, 6.645, 1.107], [6.866, -1.630, 5.645], [-5.072, 4.382, -1.090], [-1.417, -2.908, 5.065], [-0.421, -5.333, 6.350], [-5.613, 4.269, 0.260], [-3.665, -1.564, 4.701], [3.390, -1.536, 3.511], [1.168, -5.189, 5.582], [-4.782, 7.833, 4.131], [0.642, -0.669, 5.953], [-6.066, 3.750, -3.317], [4.429, -4.013, 3.615], [6.654, 0.007, 6.342], [-6.684, 3.108, -5.251], [0.104, -4.991, 5.462], [7.135, -0.574, 5.550], [-2.798, 6.612, -3.127], [-7.868, 0.995, 4.044], [4.183, 2.938, 5.536], [-3.736, 3.398, -3.425], [-6.267, 4.790, -3.510], [0.431, -1.306, 5.084], [-9.420, -0.479, 4.031], [8.220, -0.460, 5.612], [2.408, 1.390, 4.812], [3.076, 0.624, 4.471], [5.302, -0.241, 4.171], [5.067, 1.898, 5.196], [-2.026, -3.411, 3.757], [-3.231, -2.616, 6.263], [-6.145, 2.240, 4.097], [-1.507, 0.580, 4.770], [4.771, -1.424, 3.631], [-5.612, 8.604, 1.948], [-4.958, 7.123, 3.341], [-6.071, 0.760, -4.860], [-2.531, -4.228, 6.372], [-4.947, 4.871, 2.560], [-4.215, 0.434, 4.481], [-1.927, 5.933, -6.303], [-8.547, 1.817, 3.891], [-3.344, 4.364, -3.686], [-5.974, 6.974, 0.136], [5.870, -4.344, 2.621], [-5.428, 7.555, 2.116], [-1.053, -1.450, 4.963], [-4.008, 5.330, -1.407]], "forces_ev_per_a": [[0.08, -0.30, 0.02], [0.08, 0.02, 0.25], [-0.02, -0.12, -0.06], [-0.03, 0.46, -0.07], [-0.13, 0.14, 0.06], [-1.20, 0.00, -0.10], [-0.17, 0.87, 0.06], [-0.08, 0.16, 0.15], [-0.14, 0.15, 0.06], [-0.01, -0.08, 0.04], [-0.06, -0.16, -0.18], [-1.58, 0.19, -0.94], [0.94, 1.10, 0.68], [0.10, -0.23, 0.02], [0.08, 0.01, 0.01], [-0.99, -1.16, 0.99], [0.20, -0.33, 0.06], [-0.02, -0.03, 0.01], [-0.73, -0.63, 0.11], [0.03, -0.20, 0.02], [-0.10, -0.20, -0.19], [0.09, 0.00, 0.16], [-0.01, 0.14, 0.12], [-0.77, -0.08, -0.07], [0.19, -0.02, -0.19], [-0.01, -0.03, 0.10], [-0.03, -0.16, 0.00], [0.65, -0.12, 0.22], [0.05, 0.15, -0.08], [0.13, 0.13, 0.23], [0.15, 0.20, 0.01], [0.10, 0.09, -0.31], [0.03, -0.18, -0.07], [-0.08, -0.23, -0.08], [-0.33, -0.54, -0.37], [-0.05, -0.07, 0.18], [0.05, -0.21, -0.06], [-0.15, 0.02, -0.51], [-0.05, -0.12, -0.32], [-0.59, 0.23, 0.03], [1.88, -2.19, 0.27], [-0.09, -0.19, -0.05], [0.08, 0.03, 0.01], [0.14, -0.23, -0.67], [-0.03, 0.27, -0.02], [0.04, 0.38, 0.16], [0.09, 0.13, -0.05], [0.33, 1.37, -0.17], [0.99, 0.23, 0.25], [0.57, -0.08, 0.07], [-0.13, -0.27, -0.20], [-0.86, 1.40, 0.53], [0.09, -0.30, -0.08], [0.13, -0.03, 0.20], [0.50, 1.07, 0.54], [0.16, -0.57, 0.06], [-0.01, -0.14, 0.09], [0.99, 0.23, -2.17], [-0.04, -0.17, -0.01], [0.09, -0.28, -0.35], [-0.07, 0.23, -0.02], [0.06, 0.19, 0.18], [0.09, -0.11, -0.15], [0.08, -0.14, 1.12], [-0.08, -0.15, -0.10], [0.14, -0.10, 0.17], [-0.03, 0.04, -0.16], [-0.48, 0.00, -0.05], [0.00, -0.24, 0.56], [-0.07, 0.11, 0.29], [-0.36, 0.14, -0.04], [-0.09, 0.24, 0.06], [0.21, -0.11, -0.04], [-0.08, 0.22, 0.03], [-0.17, 1.06, 0.26], [-0.15, 0.02, -0.03], [-0.18, 0.03, -0.12], [-0.18, 0.29, 0.06], [-0.04, 0.42, 0.14], [1.29, 0.08, 0.22], [-0.47, -1.44, -0.79], [0.02, 0.08, -0.14], [-0.02, -0.09, -0.04], [0.07, 0.30, -0.10], [0.48, 0.29, 0.01], [0.88, -0.09, 0.03], [-0.03, 0.16, -0.03], [0.02, 0.10, 0.40], [-0.07, -0.15, -0.13], [0.02, -0.03, -0.10], [-0.20, -0.08, -0.47], [0.78, -0.66, 0.15], [0.09, 0.02, -0.21], [-0.02, 0.16, -0.06], [0.05, -0.12, 0.27], [-0.06, 0.00, -0.17], [0.01, 0.25, 0.08], [-0.13, 0.08, -0.01], [-0.34, 0.79, -0.07], [-1.52, -1.34, 0.60]], "total_energy_ev": -63709.11353, "homo_ev": -5.373, "orbital_gap_ev": 2.2}